one) Computed, not measured: a single CH4N2 molecule, with ωB97M-V/def2-TZVPD.

Structure (XYZ):
```
7
Properties=species:S:1:pos:R:3
C 0.0481 0.4266 0.0724
H -1.0922 -1.0543 0.6330
H -1.9504 0.3902 0.1072
H 0.1522 1.5701 0.0344
H 0.9353 -1.1995 -0.1442
N -1.0078 -0.2024 -0.1481
N 1.2458 -0.1214 -0.0041
```

Structure (SMILES): [H]/N=C\N
Total charge: 0

Need the Löwdin charges? In units of e they are:
1. C -0.56
2. H 0.19
3. H 0.16
4. H 0.13
5. H 0.08
6. N -0.01
7. N 0.01

---

two) Computed, not measured: a single CH4N2 molecule, with ωB97M-V/def2-TZVPD.

Structure (XYZ):
```
7
Properties=species:S:1:pos:R:3
N 0.8837 -0.7837 -0.1647
C -0.0495 0.1551 0.4815
N -0.9692 0.6552 -0.2588
H 0.5932 -0.9286 -1.1783
H 1.9094 -0.6728 -0.2517
H 0.2645 0.4751 1.4795
H -1.8719 1.0950 0.0266
```

Structure (SMILES): [H]/N=C/N
Total charge: 0

Need the Löwdin charges? In units of e they are:
1. N -0.01
2. C -0.34
3. N 0.03
4. H 0.09
5. H 0.07
6. H 0.10
7. H 0.05

---

Most stable structure - two); separation to the second - 0.0412 hartree.

---

one) Computed, not measured: a single C2H4INS molecule, with ωB97M-V/def2-TZVPD.

Structure (XYZ):
```
9
Properties=species:S:1:pos:R:3
C -0.2550 -0.9158 -0.3742
C -0.1361 -0.0218 -1.4939
N 0.6765 0.8854 2.4780
S 1.2170 0.8035 -1.8498
I -0.8856 0.2260 1.5844
H -1.0665 -1.6315 -0.4639
H 0.6756 -1.3514 -0.0300
H -1.0020 0.1249 -2.1317
H 0.7761 1.8808 2.2812
```

Total charge: 0

Need the Löwdin charges? In units of e they are:
1. C -0.49
2. C -0.81
3. N -0.62
4. S 0.66
5. I 1.26
6. H 0.04
7. H 0.05
8. H 0.04
9. H -0.12

---

two) Computed, not measured: 2 unconnected molecules or ions with the total composition C2H4INS, with ωB97M-V/def2-TZVPD.

Structure (XYZ):
```
9
Properties=species:S:1:pos:R:3
C 0.0959 -1.2494 1.0113
C -0.5371 1.3449 1.0605
N 0.4485 -2.1060 1.7174
S -0.4729 -0.1043 -0.0436
I 2.0381 -4.4470 -0.1548
H -0.2271 0.8323 1.9437
H -1.5112 1.6816 1.2596
H 0.1915 2.0293 0.5792
H 1.6111 -4.2606 1.4674
```

Structure (SMILES): CSC#N.I
Total charge: 0

Need the Löwdin charges? In units of e they are:
1. C -0.70
2. C -0.33
3. N 0.06
4. S 0.87
5. I 0.30
6. H 0.02
7. H 0.02
8. H 0.05
9. H -0.28

---

Most stable structure - two); separation to the second - 0.1134 hartree.

---

one) Computed, not measured: a molecular structure, C8H15NO, with ωB97M-V/def2-TZVPD.

Structure (XYZ):
```
25
Properties=species:S:1:pos:R:3
C -3.4667 -0.0002 -0.0739
C -2.0049 0.5275 -0.4728
C -0.8993 0.4142 0.5117
C -0.5450 -1.3168 0.4290
C 0.8557 -0.9149 -0.2371
C 2.4057 -1.2171 -0.1891
C 2.9335 0.3763 -0.2548
C 0.3812 1.4557 0.0917
H -3.9457 0.7573 0.6353
H -4.2334 -0.6414 -0.9783
H -3.2634 -0.9769 0.6554
H -1.9123 0.0945 -1.3565
H -2.0493 1.6806 -0.5282
H -1.4018 0.6210 1.5319
H -0.6804 -1.9122 1.4318
H -1.2396 -1.9660 -0.2138
H 0.7522 -0.3485 -1.1202
H 1.2156 -0.2876 0.7079
H 2.8866 -1.6488 0.6763
H 2.7528 -1.8297 -0.9266
H 3.2579 0.5294 -1.2829
H 4.0449 0.3206 0.3584
H 2.1323 2.2865 0.1527
N 1.9407 1.3487 0.5994
O 0.0826 2.6478 -0.1471
```

Total charge: 0

Need the Löwdin charges? In units of e they are:
1. C -0.12
2. C -0.32
3. C -0.18
4. C -0.08
5. C -0.23
6. C -0.17
7. C -0.15
8. C -0.25
9. H 0.06
10. H 0.16
11. H 0.08
12. H 0.04
13. H 0.13
14. H 0.16
15. H 0.12
16. H 0.09
17. H 0.09
18. H 0.09
19. H 0.09
20. H 0.04
21. H 0.07
22. H 0.15
23. H 0.09
24. N 0.01
25. O 0.02

---

two) Computed, not measured: a single C8H15NO molecule, with ωB97M-V/def2-TZVPD.

Structure (XYZ):
```
25
Properties=species:S:1:pos:R:3
C 3.0653 1.1826 -1.5848
C 1.8477 1.4120 -0.7115
C 0.4531 1.4563 -1.3760
C -0.1234 0.6502 -0.1816
C -0.7488 1.5628 0.8724
C -1.0822 -0.4756 -0.5826
C -1.5908 -1.2555 0.5998
N -0.8204 -2.1171 1.2697
C 1.3388 0.2530 0.1750
H 2.9524 0.2602 -2.1745
H 3.2117 2.0190 -2.2847
H 3.9770 1.0873 -0.9759
H 1.9998 2.3119 -0.0972
H 0.0057 2.4419 -1.5681
H 0.4365 0.8687 -2.3062
H -1.7721 1.8446 0.5820
H -0.7887 1.0739 1.8575
H -0.1612 2.4836 0.9947
H -1.9579 -0.0532 -1.0951
H -0.5723 -1.1641 -1.2744
H 1.6147 -0.7209 -0.2587
H 1.6176 0.2628 1.2384
O -2.7813 -1.6941 0.6738
H 0.0245 -1.7181 1.6614
H -1.8302 -2.7685 1.5661
```

Structure (SMILES): C[C@H]1C[C@@](C)(CC(N)=O)C1
Total charge: 0

Need the Löwdin charges? In units of e they are:
1. C -0.08
2. C -0.36
3. C -0.09
4. C -0.49
5. C -0.03
6. C -0.07
7. C -0.54
8. N 0.11
9. C -0.10
10. H 0.08
11. H 0.08
12. H 0.08
13. H 0.14
14. H 0.12
15. H 0.12
16. H 0.10
17. H 0.09
18. H 0.09
19. H 0.13
20. H 0.14
21. H 0.12
22. H 0.11
23. O -0.04
24. H 0.08
25. H 0.25

---

Most stable structure - two); separation to the second - 0.2676 hartree.